[1]
# C28H29N2O6Ru

A structure of composition C28H29N2O6Ru (wB97M-V/def2-TZVPD, OMol25).

XYZ file:
```
66
Properties=species:S:1:pos:R:3:mulliken_charge:R:1
Ru 0.755 0.175 1.478 0.50
O 1.900 1.260 4.983 -0.67
C 1.750 1.455 3.806 0.08
O 0.616 1.131 3.171 -0.48
C 2.744 2.352 3.042 -0.13
C 1.990 3.591 2.496 -0.12
C 2.950 4.774 2.384 -0.95
C 3.821 4.326 1.186 -0.94
C 3.130 3.022 0.772 -0.08
O 1.752 3.241 1.125 -0.53
C 3.492 1.885 1.735 0.10
C 2.959 0.560 1.227 0.34
O 2.867 -0.398 2.040 -0.57
O 2.370 0.507 0.079 -0.75
H 3.476 2.640 3.792 0.62
H 1.043 3.792 2.990 0.62
H 3.516 4.938 3.300 0.38
H 2.399 5.685 2.152 0.34
H 4.865 4.163 1.453 0.34
H 3.791 5.052 0.375 0.34
H 3.201 2.756 -0.277 0.73
H 4.561 1.788 1.927 0.59
C -1.634 -0.108 -5.428 -1.10
C -2.824 -0.536 -4.582 -0.82
N -2.579 -0.394 -3.145 0.21
C -2.379 -1.628 -2.388 -0.92
C -1.067 -2.333 -2.705 -0.75
C -2.685 0.861 -2.645 0.34
O -3.056 1.807 -3.324 -0.64
C -2.391 1.108 -1.188 -0.06
C -3.280 1.873 -0.444 -0.46
C -2.986 2.163 0.876 -1.11
C -1.806 1.692 1.421 -0.60
N -0.936 0.985 0.695 0.31
C -1.213 0.712 -0.585 -0.38
H -1.861 -0.235 -6.487 0.38
H -0.750 -0.702 -5.194 0.27
H -1.407 0.942 -5.252 0.32
H -3.070 -1.583 -4.761 0.41
H -3.696 0.065 -4.839 0.44
H -3.212 -2.293 -2.635 0.35
H -2.468 -1.424 -1.323 0.48
H -1.072 -2.735 -3.720 0.44
H -0.910 -3.162 -2.017 0.12
H -0.214 -1.657 -2.623 0.30
H -4.183 2.239 -0.916 0.52
H -3.656 2.752 1.485 0.45
H -1.517 1.879 2.447 0.64
H -0.445 0.175 -1.126 0.72
C 0.989 -4.990 -0.600 -0.59
C 1.818 -3.847 -0.594 -0.90
C 1.483 -2.747 0.142 -0.28
C 0.292 -2.721 0.917 1.29
C -0.122 -1.590 1.687 0.10
C -1.253 -1.667 2.460 -0.33
C -2.045 -2.834 2.486 -0.84
C -1.703 -3.909 1.718 -1.03
C -0.532 -3.880 0.924 0.94
C -0.154 -5.003 0.145 -0.92
H 1.267 -5.855 -1.188 0.39
H 2.735 -3.847 -1.168 0.43
H 2.137 -1.887 0.155 0.41
H -1.538 -0.830 3.087 0.51
H -2.923 -2.867 3.118 0.43
H -2.310 -4.807 1.719 0.38
H -0.793 -5.878 0.161 0.38
```

Computed properties:
* HOMO-LUMO gap (spin up / spin down): 7.5 / 7.4 eV
* energy: -47353.8720 eV
* energy above the lowest of the compared OMol25 structures with the same formula, charge and spin: 0.291 eV
* spin multiplicity: 2
* E_LUMO (spin up / spin down): -0.48 / -0.51 eV
* expectation value of S²: 0.755

[2]
# C28H29N6ORuS6SbSi

A structure of composition C28H29N6ORuS6SbSi (wB97M-V/def2-TZVPD, OMol25).

XYZ file:
```
73
Properties=species:S:1:pos:R:3:mulliken_charge:R:1
Ru -1.017 0.814 1.513 0.92
S -3.796 3.789 -0.998 -0.63
Sb -2.468 3.840 0.834 0.76
S -2.857 1.872 2.257 -0.55
S -0.320 2.870 0.434 -0.65
S -2.329 5.653 2.178 -0.70
S -0.011 -2.049 8.431 0.11
N 0.516 -0.655 7.804 -0.69
C 0.084 -0.610 6.556 0.89
C 0.330 0.465 5.613 0.00
C 1.037 1.628 5.921 -0.54
C 1.187 2.591 4.949 -0.99
C 0.650 2.372 3.681 -0.26
N -0.005 1.261 3.383 0.43
C -0.190 0.324 4.327 0.35
C -0.998 -0.839 3.951 -0.35
N -1.498 -0.852 2.699 0.30
C -2.257 -1.871 2.315 -0.48
C -2.550 -2.937 3.162 -0.93
C -2.047 -2.941 4.443 -0.53
C -1.254 -1.871 4.854 0.05
C -0.684 -1.752 6.184 0.87
N -0.817 -2.634 7.158 -0.68
H 1.437 1.758 6.918 0.53
H 1.703 3.518 5.153 0.42
H 0.716 3.097 2.876 0.39
H -2.631 -1.810 1.300 0.36
H -3.175 -3.742 2.801 0.45
H -2.255 -3.746 5.136 0.52
C 0.267 2.197 -4.998 -1.53
C 0.018 1.299 -3.795 0.34
C 1.039 1.538 -2.699 -1.03
N 0.703 0.735 -1.532 0.65
C 1.484 0.095 -0.721 0.37
S 1.036 -0.387 0.846 -0.67
N 2.799 -0.201 -1.103 -0.07
C 3.169 -0.777 -2.309 0.17
O 2.411 -0.937 -3.236 -0.56
C 4.603 -1.215 -2.365 0.43
C 5.600 -0.638 -1.585 -0.32
C 6.912 -1.074 -1.702 -0.72
C 7.229 -2.090 -2.592 -0.35
C 6.236 -2.662 -3.376 -0.54
C 4.928 -2.221 -3.269 -0.41
H -0.492 2.038 -5.765 0.39
H 1.244 1.999 -5.446 0.35
H 0.231 3.250 -4.712 0.36
H 0.046 0.246 -4.082 0.39
H -0.971 1.500 -3.378 -0.09
H 0.994 2.581 -2.371 0.42
H 2.049 1.314 -3.032 0.35
H -0.244 0.889 -1.169 -0.45
H 3.376 -0.438 -0.310 0.47
H 5.366 0.174 -0.909 0.48
H 7.686 -0.615 -1.103 0.39
H 8.252 -2.431 -2.680 0.37
H 6.483 -3.452 -4.074 0.39
H 4.139 -2.642 -3.879 0.44
C -3.751 -2.070 -3.171 -1.09
Si -3.855 -0.355 -2.400 -0.08
C -3.682 0.909 -3.770 -0.81
C -5.520 -0.127 -1.580 -0.96
C -2.581 -0.184 -1.110 0.52
C -1.976 0.183 -0.112 -0.54
H -4.514 -2.200 -3.944 0.30
H -3.894 -2.848 -2.418 0.29
H -2.772 -2.227 -3.631 0.31
H -4.585 0.901 -4.386 0.38
H -2.830 0.701 -4.421 0.19
H -3.572 1.907 -3.339 0.22
H -6.343 -0.210 -2.295 0.32
H -5.545 0.867 -1.126 0.27
H -5.673 -0.864 -0.787 0.28
```

Computed properties:
* total charge: -1
* HOMO-LUMO gap (spin up / spin down): 5.1 / 5.1 eV
* energy: -122510.7823 eV
* energy above the lowest of the compared OMol25 structures with the same formula, charge and spin: 0.000 eV
* spin multiplicity: 2
* E_LUMO (spin up / spin down): 0.91 / 0.91 eV
* expectation value of S²: 0.759

[3]
# C28H29N9OS3Zr

A structure of composition C28H29N9OS3Zr in a non-equilibrium geometry (wB97M-V/def2-TZVPD, OMol25).

XYZ file:
```
71
Properties=species:S:1:pos:R:3:mulliken_charge:R:1
Zr 10.786 -15.470 3.308 -0.45
N 15.439 -14.807 3.515 -0.40
C 14.125 -14.783 3.332 0.60
S 13.083 -15.222 4.690 -0.31
N 13.698 -14.373 2.124 -1.34
N 12.456 -14.812 1.802 1.80
C 12.206 -14.996 0.511 0.58
C 13.067 -14.522 -0.617 0.14
C 13.491 -15.300 -1.711 -0.11
C 14.417 -14.829 -2.610 -0.78
C 14.942 -13.527 -2.447 -0.33
C 14.502 -12.713 -1.385 -0.86
C 13.686 -13.274 -0.437 -0.09
C 11.006 -15.692 0.165 0.10
C 10.485 -15.770 -1.174 -1.14
C 9.331 -16.558 -1.301 -0.69
C 8.670 -17.162 -0.179 -1.09
C 9.311 -17.065 1.062 0.04
N 10.398 -16.300 1.222 0.75
H 15.876 -15.174 4.357 0.22
H 16.041 -14.437 2.804 0.23
H 12.966 -16.252 -2.001 0.44
H 14.762 -15.384 -3.506 0.38
H 15.586 -13.149 -3.275 0.34
H 14.882 -11.666 -1.221 0.35
H 13.553 -12.792 0.553 0.33
H 10.883 -15.188 -1.949 0.88
H 8.908 -16.666 -2.292 0.46
H 7.769 -17.751 -0.326 0.50
H 9.058 -17.697 1.935 0.37
N 10.460 -13.081 7.246 -0.08
C 10.214 -14.175 8.032 -0.65
C 10.126 -15.242 7.198 -0.54
N 10.240 -14.812 5.829 0.39
C 10.462 -13.514 5.905 -0.13
C 10.730 -12.681 4.755 0.13
N 11.063 -13.118 3.524 0.49
C 10.999 -11.984 2.687 -0.54
C 10.905 -10.858 3.485 -0.85
N 10.744 -11.325 4.781 -0.07
H 10.634 -12.151 7.554 0.16
H 10.168 -14.170 9.123 0.42
H 9.938 -16.277 7.424 0.44
H 10.960 -12.074 1.615 0.49
H 10.943 -9.771 3.301 0.42
H 10.443 -10.792 5.625 0.27
S 8.570 -14.205 2.312 -0.31
C 7.781 -15.223 3.459 0.82
C 6.440 -15.103 3.903 -0.93
C 5.987 -16.062 4.803 -0.26
C 6.855 -17.070 5.329 -0.84
C 8.152 -17.153 4.836 -0.43
N 8.593 -16.245 3.935 0.60
H 5.775 -14.349 3.496 0.50
H 4.952 -16.054 5.138 0.41
H 6.526 -17.724 6.150 0.42
H 8.917 -17.748 5.318 0.32
O 10.977 -17.476 3.843 -0.40
S 12.024 -18.572 4.207 0.27
C 11.029 -19.915 5.030 -0.66
C 10.405 -20.791 3.947 -0.56
C 11.247 -20.768 2.640 -0.65
C 12.276 -19.638 2.673 -0.43
H 10.361 -19.566 5.805 0.44
H 11.853 -20.551 5.429 0.46
H 9.369 -20.539 3.741 0.25
H 10.338 -21.876 4.356 0.40
H 10.650 -20.770 1.714 0.33
H 11.786 -21.776 2.649 0.27
H 12.199 -18.970 1.808 0.13
H 13.312 -19.874 2.779 0.58
```

Computed properties:
* total charge: +2
* HOMO-LUMO gap: 6.6 eV
* energy: -78741.6221 eV
* energy above the lowest of the compared OMol25 structures with the same formula, charge and spin: 0.952 eV
* E_LUMO: -6.14 eV

[4]
# C28H30AlN3S3Se2

A structure of composition C28H30AlN3S3Se2 in a non-equilibrium geometry (wB97M-V/def2-TZVPD, OMol25).

XYZ file:
```
67
Properties=species:S:1:pos:R:3:mulliken_charge:R:1
Al 9.031 11.043 11.090 -2.74
C 6.618 9.546 13.418 -0.15
C 7.764 9.657 14.359 -1.30
S 9.347 9.831 13.503 0.28
C 10.074 11.251 14.399 -0.90
C 9.344 12.615 14.264 -0.89
S 8.808 12.989 12.609 0.36
C 7.071 13.460 12.922 -0.90
C 6.170 12.294 13.309 -0.98
S 6.510 10.859 12.212 0.36
H 5.677 9.502 13.944 0.92
H 6.663 8.571 12.905 -0.48
H 7.898 8.752 14.926 0.70
H 7.575 10.526 14.960 0.56
H 11.146 11.309 14.149 0.32
H 9.989 10.967 15.454 0.68
H 9.860 13.465 14.699 0.63
H 8.433 12.570 14.875 0.44
H 6.673 13.869 11.986 0.39
H 6.987 14.207 13.724 0.56
H 5.124 12.567 13.267 0.59
H 6.325 12.022 14.363 0.41
Se 11.283 13.690 9.290 0.11
Se 11.767 13.496 11.556 0.04
C 12.144 11.650 11.438 0.22
C 13.451 11.308 11.728 -0.72
C 13.737 9.959 11.568 -0.57
C 12.782 9.176 10.901 -1.23
C 11.502 9.612 10.817 -0.05
N 11.114 10.878 11.152 1.42
C 9.396 13.365 9.042 0.33
C 8.910 14.154 7.960 -0.81
C 7.608 14.076 7.608 -0.64
C 6.828 13.101 8.172 -1.14
C 7.344 12.270 9.162 0.32
N 8.588 12.452 9.647 1.65
H 14.162 12.071 12.059 0.47
H 14.660 9.577 11.934 0.54
H 13.089 8.174 10.610 0.49
H 10.737 8.981 10.355 0.54
H 9.568 14.862 7.490 0.49
H 7.154 14.685 6.875 0.50
H 5.870 12.974 7.750 0.57
H 6.676 11.445 9.463 0.20
C 6.417 6.353 11.864 -0.72
C 5.809 7.289 11.056 -0.99
C 6.469 8.413 10.475 -0.30
C 7.886 8.519 10.592 -0.48
C 8.520 7.567 11.402 -0.48
C 7.798 6.521 12.043 -0.60
N 8.655 9.574 10.033 1.93
C 8.853 9.575 8.611 1.25
C 9.982 10.225 8.060 -0.07
C 10.266 10.153 6.683 -1.15
C 9.322 9.546 5.809 -0.82
C 8.161 8.921 6.330 -0.76
C 7.999 8.886 7.739 -0.55
H 5.826 5.647 12.484 0.37
H 4.748 7.302 11.127 0.40
H 5.925 9.052 9.892 0.65
H 9.645 7.729 11.555 0.15
H 8.380 6.063 12.787 0.50
H 10.730 10.716 8.612 0.37
H 11.254 10.577 6.489 0.45
H 9.422 9.486 4.772 0.50
H 7.452 8.380 5.657 0.42
H 7.083 8.388 8.123 0.33
```

Computed properties:
* total charge: +2
* HOMO-LUMO gap: 6.6 eV
* energy: -203776.6237 eV
* energy above the lowest of the compared OMol25 structures with the same formula, charge and spin: 0.000 eV
* E_LUMO: -6.27 eV

[5]
# C28H30Br3N7O14

A structure of composition C28H30Br3N7O14 in a non-equilibrium geometry (wB97M-V/def2-TZVPD, OMol25).

XYZ file:
```
82
Properties=species:S:1:pos:R:3:mulliken_charge:R:1
C -21.323 -25.775 -9.210 -0.63
N -21.566 -25.428 -10.674 0.82
O -20.653 -25.346 -11.474 -0.50
O -22.741 -25.196 -10.917 -0.51
H -21.759 -26.762 -9.057 0.27
H -21.791 -25.059 -8.535 0.26
H -20.233 -25.748 -9.184 0.30
C -24.104 -31.272 -3.567 -0.67
N -23.770 -30.314 -4.607 0.85
O -23.616 -29.127 -4.270 -0.53
O -23.629 -30.687 -5.721 -0.51
H -23.392 -31.198 -2.745 0.27
H -24.138 -32.267 -4.011 0.30
H -25.071 -30.936 -3.193 0.28
C -18.602 -21.052 -4.077 -0.68
N -18.006 -22.403 -4.092 0.81
O -16.827 -22.514 -3.842 -0.49
O -18.727 -23.390 -4.274 -0.51
H -17.909 -20.221 -3.949 0.31
H -19.392 -21.070 -3.326 0.28
H -19.119 -20.862 -5.017 0.28
C -27.887 -21.492 -12.506 -0.35
C -29.185 -21.937 -12.829 -0.48
C -29.545 -22.014 -14.137 -0.16
C -28.655 -21.718 -15.193 0.04
C -27.379 -21.232 -14.869 -0.30
C -26.973 -21.215 -13.513 -0.44
N -28.969 -22.008 -16.593 0.92
O -28.126 -21.980 -17.477 -0.57
O -30.147 -22.238 -16.882 -0.57
H -27.564 -21.490 -11.476 0.36
H -29.923 -22.045 -12.048 0.38
H -30.571 -22.228 -14.398 0.41
H -26.645 -21.082 -15.648 0.40
H -25.987 -20.811 -13.339 0.35
C -30.021 -26.723 -9.032 -0.36
C -31.307 -26.778 -8.552 -0.41
C -31.538 -26.792 -7.158 -0.37
C -30.405 -26.757 -6.359 0.22
C -29.052 -26.710 -6.889 -0.33
C -28.880 -26.697 -8.243 -0.52
N -30.576 -26.823 -4.843 0.95
O -29.647 -26.436 -4.199 -0.57
O -31.652 -27.246 -4.511 -0.57
H -29.954 -26.687 -10.109 0.35
H -32.184 -26.719 -9.180 0.37
H -32.573 -26.826 -6.854 0.41
H -28.200 -26.583 -6.237 0.42
H -27.883 -26.608 -8.649 0.41
C -12.040 -27.997 -14.804 -0.24
C -12.610 -28.337 -13.644 -0.52
C -13.439 -27.431 -13.052 -0.19
C -13.484 -26.090 -13.410 0.01
C -12.740 -25.769 -14.584 -0.17
C -12.028 -26.699 -15.279 -0.53
N -14.228 -25.069 -12.640 0.87
O -14.588 -25.340 -11.470 -0.54
O -14.552 -24.036 -13.274 -0.53
H -11.461 -28.750 -15.318 0.34
H -12.532 -29.253 -13.078 0.36
H -13.938 -27.676 -12.126 0.38
H -12.752 -24.755 -14.957 0.39
H -11.450 -26.464 -16.161 0.38
C -16.771 -34.485 -16.185 -0.52
C -16.546 -35.120 -15.001 -0.26
C -16.936 -34.595 -13.767 -0.40
C -17.671 -33.395 -13.767 0.25
C -17.966 -32.759 -14.956 -0.42
C -17.537 -33.298 -16.174 -0.34
N -18.236 -32.821 -12.492 0.99
O -18.011 -33.458 -11.495 -0.60
O -18.815 -31.770 -12.475 -0.60
H -16.117 -34.749 -17.003 0.35
H -16.073 -36.090 -15.038 0.35
H -16.858 -35.182 -12.863 0.41
H -18.439 -31.794 -14.859 0.43
H -17.662 -32.719 -17.077 0.36
C -18.827 -23.798 -17.788 -0.31
Br -18.224 -25.631 -18.037 0.00
Br -20.509 -23.396 -18.808 -0.03
Br -17.315 -22.579 -18.231 -0.01
H -19.169 -23.701 -16.758 0.35
```

Computed properties:
* HOMO-LUMO gap: 9.3 eV
* energy: -278723.1592 eV
* energy above the lowest of the compared OMol25 structures with the same formula, charge and spin: 0.000 eV
* E_LUMO: -0.69 eV

[6]
# C28H30ClN3O4Pd

A structure of composition C28H30ClN3O4Pd in a non-equilibrium geometry (wB97M-V/def2-TZVPD, OMol25).

XYZ file:
```
67
Properties=species:S:1:pos:R:3:mulliken_charge:R:1
Pd -0.710 0.132 -0.341 -0.11
O -0.810 0.137 -2.329 -0.31
C -1.414 -0.771 -3.014 0.68
C -1.324 -0.676 -4.428 -0.72
C -1.916 -1.585 -5.270 -0.36
C -2.648 -2.659 -4.753 -0.68
C -2.758 -2.778 -3.386 -0.78
C -2.164 -1.876 -2.488 0.64
C -2.359 -2.149 -1.088 -0.93
N -1.850 -1.484 -0.125 1.13
N -2.084 -1.859 1.172 -1.04
C -1.474 -1.048 1.998 0.73
O -0.755 -0.031 1.668 -0.91
C -1.611 -1.326 3.447 0.35
C -2.392 -2.377 3.928 -0.24
C -2.497 -2.610 5.289 -0.59
C -1.827 -1.799 6.198 -0.36
C -1.049 -0.750 5.724 -0.61
C -0.943 -0.515 4.363 -0.48
H -0.766 0.164 -4.822 0.40
H -1.812 -1.466 -6.344 0.36
H -3.122 -3.382 -5.406 0.35
H -3.332 -3.598 -2.965 0.29
H -2.988 -2.998 -0.815 0.18
H -2.907 -2.998 3.208 0.45
H -3.109 -3.430 5.649 0.36
H -1.910 -1.985 7.262 0.36
H -0.523 -0.112 6.425 0.38
H -0.344 0.297 3.973 0.42
C 5.308 3.200 0.345 -1.56
C 3.857 2.808 0.179 0.66
C 2.868 3.782 0.252 -0.76
C 1.529 3.400 0.075 -0.01
C 0.411 4.412 0.145 -1.34
C 1.227 2.083 -0.159 -0.27
C 2.193 1.023 -0.219 0.24
C 3.545 1.474 -0.049 -0.89
N 1.696 -0.194 -0.429 0.36
C 2.331 -1.489 -0.479 1.79
C 1.820 -2.181 -1.753 -1.32
C 1.848 -2.294 0.740 -1.41
C 3.870 -1.565 -0.498 -2.44
H 5.406 4.274 0.515 0.34
H 5.886 2.943 -0.547 0.30
H 5.764 2.677 1.191 0.30
H 3.124 4.821 0.436 0.13
H 0.801 5.421 0.299 0.35
H -0.271 4.168 0.962 0.26
H -0.186 4.397 -0.768 0.28
H 0.158 1.821 -0.315 1.66
H 4.368 0.780 -0.095 0.30
H 0.732 -2.249 -1.725 -0.07
H 2.239 -3.188 -1.862 0.46
H 2.089 -1.581 -2.625 0.40
H 0.758 -2.349 0.741 0.01
H 2.159 -1.789 1.658 0.39
H 2.254 -3.314 0.736 0.43
H 4.280 -1.013 -1.346 0.44
H 4.170 -2.614 -0.596 0.50
H 4.296 -1.177 0.427 0.44
Cl -4.064 3.791 -2.860 -0.29
C -4.228 3.234 -1.159 -0.56
C -3.414 1.929 -0.889 0.65
O -3.913 0.878 -1.309 -0.68
O -2.366 2.124 -0.225 -0.61
H -5.288 3.054 -0.997 0.31
H -3.859 4.038 -0.528 0.26
```

Computed properties:
* total charge: -2
* HOMO-LUMO gap (spin up / spin down): 5.2 / 5.2 eV
* energy: -58186.0621 eV
* energy above the lowest of the compared OMol25 structures with the same formula, charge and spin: 1.420 eV
* E_LUMO (spin up / spin down): 4.54 / 4.54 eV

The highest energy belongs to which entry? C28H29N2O6Ru

Which of these has the highest energy above the lowest of the compared OMol25 structures with the same formula, charge and spin? C28H30ClN3O4Pd

Which value of energy above the lowest of the compared OMol25 structures with the same formula, charge and spin does entry 3 give? 0.952 eV